1.
14 unconnected molecules or ions with the total composition C7H38O14, computed with ωB97M-V/def2-TZVPD.

E_LUMO = 0.0008 Ha
HOMO-LUMO gap = 9.642 eV
HOMO = -9.62 eV

The geometry in ORCA input format:
```
! wB97M-V def2-TZVPD RIJCOSX def2/J DEFGRID3
* xyz 0 1
H -2.856 -4.335 1.117
C -1.624 0.886 0.505
O 2.891 3.852 2.355
H -1.856 1.445 -2.767
O 0.962 3.091 -1.587
C -0.764 -0.321 0.789
H 2.739 -0.708 -2.218
H 2.443 3.007 2.497
C -0.475 -0.132 -2.278
O -0.270 4.266 0.650
H -3.324 1.344 -0.910
H 1.832 -5.044 0.395
O 0.356 3.376 3.281
H 0.952 -4.462 -0.784
H 1.795 -1.635 1.614
H -1.569 -2.729 2.993
O 3.292 -1.503 -2.196
H -2.937 -0.217 -0.507
C -1.806 0.533 -2.170
H 2.062 0.924 3.912
H 1.048 0.755 0.624
H -2.535 -0.142 -2.633
H 0.713 2.231 -2.004
H -0.950 1.737 0.602
H 0.975 4.094 3.479
H -0.518 -1.230 -2.294
H 0.417 4.296 -0.031
H -1.646 4.129 -1.845
C 0.561 -0.212 0.705
H 4.566 2.089 -1.500
H 2.417 -1.108 0.097
H -0.153 3.367 0.972
H -1.570 -5.086 0.632
O -0.734 -4.458 -1.924
O 0.955 -4.761 0.134
O 3.992 2.844 -1.613
O -2.457 -4.808 0.385
O -1.250 -3.484 2.491
H -0.960 -4.871 -1.091
H 0.737 1.472 4.508
C -2.435 0.726 -0.778
H -0.311 -3.531 2.642
H -2.981 -3.533 -0.864
H -1.461 -3.992 -2.341
H 3.636 3.247 -0.821
O -1.179 4.111 -2.688
O 0.558 0.445 -2.548
H 1.798 3.119 -2.091
C 1.478 -1.401 0.595
H -0.300 3.752 -2.395
H 2.634 -2.111 -2.561
O 1.520 0.948 4.702
H -0.471 3.848 3.416
H 2.414 4.087 1.545
H 1.233 -2.171 -0.127
H -1.300 -1.239 0.993
H -4.429 -2.980 -1.061
O -3.513 -2.862 -1.321
H -2.345 1.043 1.319
*
```


2.
2 unconnected molecules or ions with the total composition C4H11NO, computed with ωB97M-V/def2-TZVPD.

E_LUMO = 0.0330 Ha
HOMO-LUMO gap = 10.727 eV
HOMO = -9.83 eV
SMILES = CC(N)=O.CC

The geometry in ORCA input format:
```
! wB97M-V def2-TZVPD RIJCOSX def2/J DEFGRID3
* xyz 0 1
C -0.128 -1.241 -1.855
C 0.311 2.511 1.473
H 0.230 0.773 0.159
C 0.505 -1.679 -0.566
O 1.569 -1.253 -0.161
H 0.304 -0.289 -2.127
H -0.044 -1.953 -2.675
C -0.422 1.561 0.508
H -1.213 1.094 1.080
H 0.463 3.528 1.105
N -0.188 -2.600 0.183
H -1.184 -1.020 -1.673
H -0.855 2.021 -0.384
H 1.377 2.252 1.581
H 0.088 -2.750 1.138
H -0.104 2.382 2.470
H -0.710 -3.338 -0.256
*
```


3.
A single C6H8N2Si molecule, computed with ωB97M-V/def2-TZVPD.

E_LUMO (alpha / beta) = -0.0607 / -0.0296 Ha
HOMO-LUMO gap (alpha / beta) = 7.273 / 7.474 eV
HOMO (alpha / beta) = -8.92 / -8.28 eV

The geometry in ORCA input format:
```
! wB97M-V def2-TZVPD RIJCOSX def2/J DEFGRID3
* xyz 0 1
C -1.658 1.036 0.042
H 0.250 2.971 -0.312
H -1.980 -2.370 0.321
H 2.672 -1.926 0.533
H 3.105 1.279 -0.452
H -2.078 2.020 -0.124
C -1.704 -1.398 -0.027
H -3.540 -0.104 -0.129
C -0.329 -1.396 -0.122
C -2.373 -0.128 -0.080
N 2.720 -1.318 -0.260
H 1.870 0.736 1.417
H 0.173 -2.456 0.017
C -0.222 1.022 -0.027
Si 2.264 0.251 0.017
N 0.555 2.007 -0.243
C 0.360 -0.282 -0.021
*
```


4.
A molecular structure, C17H26NO2, computed with ωB97M-V/def2-TZVPD.

E_LUMO = -0.0903 Ha
HOMO-LUMO gap = 9.311 eV
HOMO = -11.77 eV

The geometry in ORCA input format:
```
! wB97M-V def2-TZVPD RIJCOSX def2/J DEFGRID3
* xyz 1 1
C 2.307 -1.138 1.296
H -1.030 -1.346 0.591
C -5.050 0.119 0.674
H -6.140 0.059 0.882
C 4.512 -0.582 0.533
C -4.048 -0.934 0.095
H 0.529 2.851 -2.458
C 2.122 -0.888 -0.106
H 2.838 1.750 -0.341
H -2.545 -3.422 0.592
H -5.316 2.319 1.102
C -3.291 1.893 0.440
H -1.328 3.228 -0.825
C -2.410 0.932 0.082
H 1.417 0.452 -1.482
H 2.406 -2.453 1.364
H 4.117 -1.065 2.541
H 1.345 -0.895 1.937
H 3.346 0.495 2.169
H -1.426 -1.242 -1.334
C 1.727 1.464 0.113
H -2.976 2.921 0.962
C 3.729 -0.856 -0.634
O 0.866 2.287 -1.886
H 1.722 -1.875 -0.785
O -0.975 1.128 -0.096
C 3.561 -0.356 1.505
C -4.681 1.389 0.953
C -1.556 -1.370 -0.400
C -2.085 -2.874 -0.403
C -2.690 -0.462 0.003
H 3.756 -0.127 -1.648
H 5.289 -1.080 0.763
H 0.367 0.064 -0.444
C 0.887 2.667 -0.588
H 1.631 1.690 1.143
H -2.861 -4.525 -1.550
H -4.309 -1.856 0.275
C -0.635 2.716 -0.067
N 1.522 0.327 -0.649
H 4.914 0.783 0.410
H -0.572 2.745 0.820
H 1.253 3.561 -0.524
H -1.977 -3.249 -2.484
H 4.068 -1.664 -1.126
C -2.329 -3.579 -1.414
*
```


Energy relative to the best compared isomer or geometry (same formula, charge and spin) list, top to bottom, in eV: 3.2814, 0.5105, 3.2412, 16.4129
Electronic energy list, top to bottom, in Eh: -1342.7929, -288.9983, -632.2485, -867.7754